ORCA calculation (the ωB97M-V functional and the def2-TZVPD basis) on a cluster of 3 separate species, C4H13NO2 in total.

Last column: natural (NBO) charge in e.
Element x y z (Å)
O (-0.7871, -2.0433, 2.3097)  -0.934
O (0.7154, 1.6688, 2.6637)  -0.934
N (-0.3303, 2.0343, -0.9376)  -0.834
C (-0.3001, 0.6530, -1.1905)  0.212
C (0.9243, 0.0070, -0.6159)  -0.442
C (1.0797, -1.4796, -0.8989)  -0.608
C (-1.2758, 0.0759, -1.9086)  -0.549
H (-1.4231, -2.3519, 2.9527)  0.469
H (1.7879, 0.4851, -1.0878)  0.218
H (1.9544, -1.8571, -0.3804)  0.217
H (0.8598, 0.2996, 0.4338)  0.195
H (0.4565, 0.8150, 2.3115)  0.466
H (-0.0214, 1.9287, 3.2176)  0.469
H (-0.7602, 2.6847, -1.5430)  0.386
H (-1.4168, -0.9942, -1.9240)  0.205
H (1.1095, -1.6533, -1.9742)  0.214
H (-1.2237, -1.2697, 1.9305)  0.466
H (0.4759, 2.3652, -0.4280)  0.379
H (-2.0401, 0.7050, -2.3397)  0.194
H (0.2152, -2.0732, -0.5910)  0.212

- Gap between HOMO and LUMO: 8.52 eV
- Energy relative to the best compared isomer or geometry (same formula, charge and spin): 21.4 kcal per mole
- Max |F|: 1.80 eV/A
- SMILES: C=C(N)CC.O.O

=====

ORCA calculation (the ωB97M-V functional and the def2-TZVPD basis) on a structure of composition C4H13NO2.

Last column: natural (NBO) charge in e.
Element x y z (Å)
O (1.1207, 2.2214, 0.7990)  -1.109
O (-0.8018, -2.4316, 0.2103)  -0.724
N (1.6019, 0.7395, -1.7181)  -0.908
C (-0.0792, -0.2283, 1.0440)  -0.418
C (-0.6727, 0.7127, -0.0629)  -0.513
C (-0.5300, 0.0580, -1.3517)  -0.221
C (-1.1071, -1.3548, 1.3079)  -0.220
H (-1.2972, -1.4480, 2.3867)  0.228
H (-1.6928, 1.0068, 0.2075)  0.238
H (-2.0277, -1.0880, 0.7931)  0.211
H (-0.2628, -0.9822, -1.2004)  0.256
H (0.0644, 0.4269, 1.9120)  0.248
H (1.4885, 3.1064, 0.6904)  0.455
H (0.8594, -0.6289, 0.6774)  0.218
H (0.1278, 1.6428, -0.0055)  0.412
H (0.6268, 0.6323, -2.0886)  0.337
H (1.9653, -0.1930, -1.5441)  0.363
H (-1.3093, 0.3530, -2.0544)  0.235
H (1.8300, 1.3156, -0.8977)  0.435
H (-0.7550, -2.6358, 1.1863)  0.476

- Gap between HOMO and LUMO: 7.18 eV
- Energy relative to the best compared isomer or geometry (same formula, charge and spin): 196.7 kcal per mole
- Max |F|: 6.07 eV/A

=====

ORCA calculation (the ωB97M-V functional and the def2-TZVPD basis) on a cluster of 2 separate species, C4H13NO2 in total.

Last column: natural (NBO) charge in e.
Element x y z (Å)
O (-0.2227, -2.1527, 1.2052)  -0.740
O (0.0030, 4.5082, 1.9317)  -0.915
N (0.3482, -0.7514, -2.7117)  -0.845
C (-0.7606, -0.4777, -0.4095)  -0.430
C (0.4140, -1.0669, 0.4191)  0.076
C (-0.8998, -0.8748, -1.8645)  -0.221
C (1.1663, -0.2033, 1.3121)  -0.629
H (0.4518, 0.6241, 1.5942)  0.214
H (-0.0081, 4.6805, 0.9523)  0.457
H (0.7703, 0.2016, -2.6253)  0.349
H (-1.7052, -0.9385, 0.0449)  0.242
H (1.9707, 0.1571, 0.8682)  0.212
H (-1.8449, -0.5026, -2.3057)  0.178
H (-0.8102, 0.6640, -0.4321)  0.190
H (-0.0101, -0.8447, -3.6671)  0.358
H (0.9537, -1.6595, -0.3777)  0.176
H (1.5443, -0.7146, 2.2259)  0.233
H (-0.4867, 5.3173, 2.0770)  0.458
H (0.0445, -2.9340, 0.6162)  0.466
H (-1.0690, -1.8992, -1.8282)  0.172

- Gap between HOMO and LUMO: 10.19 eV
- Energy relative to the best compared isomer or geometry (same formula, charge and spin): 47.5 kcal per mole
- Max |F|: 4.73 eV/A
- SMILES: C[C@@H](O)CCN.O

=====

ORCA calculation (the ωB97M-V functional and the def2-TZVPD basis) on a cluster of 2 separate species, C4H13NO2 in total.

Last column: natural (NBO) charge in e.
Element x y z (Å)
O (0.2362, 0.5210, 1.2421)  -0.707
O (4.3190, 1.3778, -1.5113)  -0.954
N (-2.4058, 0.8151, 0.5292)  -0.841
C (-1.1976, -0.2346, -1.3649)  -0.634
C (0.3764, -1.8516, 0.6898)  -0.641
C (-1.7261, -0.4039, 0.0964)  -0.070
C (-0.5291, -0.6688, 1.0183)  0.085
H (-0.4262, 0.5033, -1.4877)  0.191
H (1.3480, -1.6216, 1.1334)  0.234
H (0.2000, 1.0463, 0.4340)  0.453
H (3.8752, 1.3926, -2.3665)  0.477
H (0.5746, -2.0272, -0.3686)  0.199
H (4.9477, 2.0865, -1.3890)  0.478
H (-3.3879, 0.7240, 0.3415)  0.364
H (-2.0505, -0.0662, -2.0282)  0.211
H (-0.8121, -1.1844, -1.7320)  0.208
H (-2.0181, 1.6608, 0.1564)  0.359
H (-0.0485, -2.7613, 1.1029)  0.209
H (-0.9310, -0.8699, 2.0157)  0.177
H (-2.4122, -1.2428, -0.0383)  0.203

- Gap between HOMO and LUMO: 9.83 eV
- Energy relative to the best compared isomer or geometry (same formula, charge and spin): 21.3 kcal per mole
- Max |F|: 2.58 eV/A
- SMILES: C[C@H](N)[C@@H](C)O.O

=====

ORCA calculation (the ωB97M-V functional and the def2-TZVPD basis) on a cluster of 3 separate species, C4H13NO2 in total.

Last column: natural (NBO) charge in e.
Element x y z (Å)
O (2.1875, 1.1805, 0.3878)  -0.539
O (-2.1133, -1.1720, 0.3397)  -0.708
N (-0.6403, 0.6058, -0.0217)  -0.864
C (-1.7102, 0.3165, 2.2172)  -0.643
C (-1.1547, -0.3488, 0.9542)  0.245
C (2.5827, 1.0448, -0.7464)  0.304
C (1.0380, -1.1315, -1.9241)  -0.928
H (-2.5392, 0.9814, 1.9661)  0.195
H (-2.0735, -0.4472, 2.9023)  0.217
H (0.4150, -1.9536, -2.2808)  0.220
H (3.5328, 0.5415, -0.9804)  0.119
H (1.4856, -0.6845, -2.8059)  0.202
H (1.8204, -1.5659, -1.3063)  0.199
H (0.2015, 1.0589, 0.3386)  0.392
H (-2.8516, -0.6229, 0.0510)  0.458
H (-1.3189, 1.3442, -0.1873)  0.349
H (-0.9314, 0.8907, 2.7143)  0.214
H (0.3368, -0.5075, -1.2240)  0.277
H (2.0603, 1.4852, -1.6093)  0.122
H (-0.3274, -1.0156, 1.2149)  0.169

- Gap between HOMO and LUMO: 9.96 eV
- Energy relative to the best compared isomer or geometry (same formula, charge and spin): 38.0 kcal per mole
- Max |F|: 2.54 eV/A
- SMILES: C[C@H](N)O.C=O.C

=====

ORCA calculation (the ωB97M-V functional and the def2-TZVPD basis) on a cluster of 2 separate species, C4H13NO2 in total.

Last column: natural (NBO) charge in e.
Element x y z (Å)
O (-1.7641, -2.5879, -0.8470)  -0.748
O (2.4801, 3.5224, 0.4287)  -0.928
N (0.2301, -0.3808, -0.7969)  -0.656
C (-1.8369, -1.4303, 0.0263)  -0.082
C (-1.1870, -0.2790, -0.7066)  -0.244
C (0.5479, 0.7248, 1.3661)  -0.639
C (1.1593, -0.1821, 0.3586)  -0.209
H (-2.8750, -1.2945, 0.2661)  0.163
H (0.5269, -1.1338, -1.3994)  0.372
H (-2.2284, -3.3494, -0.3775)  0.468
H (0.2605, 1.6795, 0.9500)  0.215
H (1.1766, 1.0692, 2.1830)  0.229
H (-0.3231, 0.3127, 1.7982)  0.202
H (-1.2752, -1.7352, 0.9470)  0.154
H (-1.4781, 0.6436, -0.1523)  0.197
H (-1.6908, -0.3302, -1.7119)  0.213
H (1.4607, -1.1742, 0.7193)  0.180
H (2.2716, 2.8666, -0.2465)  0.464
H (2.7901, 4.2214, -0.1662)  0.464
H (2.0595, 0.2908, -0.1267)  0.183

- Gap between HOMO and LUMO: 9.10 eV
- Energy relative to the best compared isomer or geometry (same formula, charge and spin): 31.6 kcal per mole
- Max |F|: 2.19 eV/A
- SMILES: CCNCCO.O